[1]
# C3H5Cl2O4S

A cluster of 3 separate species, C3H5Cl2O4S in total at a distorted geometry (the ωB97M-V functional and the def2-TZVPD basis, the Open Molecules 2025 dataset).

Each line ends with the Mulliken charge.
Geometry (Å):
C 1.52794 1.07236 0.17982  -0.494
C 0.98181 0.07804 -0.49693  -0.395
C -1.21919 -1.52332 -0.44700  0.423
O -1.93468 0.80631 0.72229  -0.607
O -3.31235 -0.36557 -0.89492  -0.713
O -1.27174 0.73209 -1.67928  -0.579
O -0.78136 -2.13926 -1.34928  -0.423
S -1.97082 0.11374 -0.55687  1.138
Cl -1.50874 -2.33861 1.07426  -0.195
Cl -5.75349 0.23185 0.46950  -0.422
H 1.90698 1.85913 -0.38428  0.303
H 1.48517 1.07417 1.28309  0.214
H -4.71297 -0.05098 -0.33079  0.419
H 1.01153 0.07509 -1.56155  0.294
H 0.42026 -0.71515 0.04692  0.036

Atomic forces in eV per Å
C -0.780 -1.538 1.299
C 0.221 -0.340 1.365
C -0.692 -1.033 -0.436
O 0.467 -0.769 -0.878
O -0.132 -0.349 -0.498
O -0.793 -0.419 0.911
O 0.194 -0.039 -0.572
S -0.484 2.194 -0.380
Cl -0.095 -0.207 0.981
Cl -0.346 0.002 -0.073
H 1.003 1.478 -0.436
H 0.052 0.368 -0.758
H 0.160 0.112 0.416
H -0.190 -0.314 -0.485
H 1.415 0.854 -0.456

**2S+1**: 1
**Net charge**: -1
**DFT total energy**: -47263.20801 eV

[2]
# C41H59F6HgN4O5PS2

A structure of composition C41H59F6HgN4O5PS2 at a distorted geometry (the ωB97M-V functional and the def2-TZVPD basis, the Open Molecules 2025 dataset).

Each line ends with the Mulliken charge.
Geometry (Å):
Hg 11.65116 13.82743 12.86134  1.986
O 8.63287 16.43203 10.38467  -0.692
S 9.63473 15.36675 10.61681  1.106
O 9.62353 14.24434 9.71199  -0.545
O 10.95234 15.75232 11.22677  -0.522
O 8.85626 14.70368 12.24796  -0.454
C 14.33763 12.71234 18.04151  -1.623
C 13.14909 13.17097 17.14769  1.556
C 11.80275 12.76120 17.73733  -1.684
C 13.24623 14.64330 16.83367  1.064
C 13.44981 15.48016 17.93834  -0.599
C 13.49802 16.86160 17.75603  -1.512
C 13.22236 17.41376 16.51844  0.134
C 13.04589 16.59772 15.37509  0.911
C 12.75261 17.35205 14.08221  2.492
C 11.30470 18.00386 13.98210  -1.493
C 13.84092 18.42267 13.81618  -1.547
C 13.23706 15.19775 15.50396  -0.351
N 13.51516 14.45548 14.36923  0.676
C 14.53341 13.61469 14.36056  -1.255
C 15.14576 13.08178 13.18812  0.841
C 16.31744 12.36076 13.46099  -0.870
C 17.14659 11.87426 12.44007  -1.239
C 16.82900 12.13597 11.12135  -1.007
C 15.64674 12.79970 10.75237  -0.969
C 14.72386 13.25440 11.74008  0.303
N 13.47567 13.73985 11.43239  1.815
C 13.12452 14.05381 10.09988  -0.445
C 12.58283 13.05284 9.28258  1.429
C 12.15384 13.36094 7.99589  -0.497
C 12.38382 14.60119 7.45635  -1.533
C 13.01846 15.58108 8.23829  -0.631
C 13.41475 15.33973 9.54374  -0.206
C 14.09560 16.38927 10.37816  2.341
C 13.53160 17.81452 10.16918  -1.727
C 15.61759 16.39791 10.08144  -1.400
C 12.52156 11.58326 9.68583  1.608
C 11.07626 11.06380 9.65788  -1.306
C 13.40232 10.74696 8.72937  -1.618
H 14.23216 11.61365 18.17997  0.427
H 14.33183 13.19180 19.02129  0.348
H 15.30917 12.87088 17.56396  0.337
H 13.18191 12.61579 16.18509  -0.694
H 11.45939 13.33858 18.58761  0.187
H 11.91903 11.68381 17.97509  0.498
H 11.05171 12.83651 16.96011  0.364
H 13.47729 15.00605 18.89799  0.248
H 13.77008 17.53742 18.55355  0.292
H 13.16920 18.51584 16.40392  0.175
H 12.67792 16.61401 13.26596  -1.785
H 10.96720 18.46904 14.91711  0.189
H 10.58684 17.25224 13.63817  0.137
H 11.44476 18.76373 13.21608  0.636
H 13.75339 19.32896 14.49139  0.399
H 13.73024 18.86847 12.80224  0.364
H 14.87895 18.02870 13.93723  0.322
H 15.09618 13.40230 15.28064  -0.001
H 16.61546 12.23757 14.52926  0.286
H 18.06200 11.33506 12.56742  0.382
H 17.46607 11.80192 10.32941  0.435
H 15.40681 12.93420 9.69903  0.783
H 11.63153 12.58953 7.38812  0.199
H 12.07759 14.83266 6.43855  0.321
H 13.23119 16.56933 7.82056  0.261
H 13.90787 16.13856 11.42219  -1.295
H 13.86783 18.21777 9.19092  0.509
H 13.98663 18.50094 10.89806  0.443
H 12.41887 17.77880 10.25391  0.173
H 15.83247 16.55025 8.97929  0.270
H 16.08364 15.44501 10.39451  0.266
H 16.11221 17.27061 10.58006  0.405
H 12.89165 11.46520 10.75712  -0.225
H 10.67909 11.10352 8.62500  0.314
H 10.35484 11.61794 10.27605  0.157
H 10.98140 10.00552 9.99985  0.304
H 13.02478 10.80655 7.73238  0.359
H 13.33992 9.67008 8.98998  0.425
H 14.49797 11.02615 8.76626  0.256
F 10.51282 15.55882 15.64182  -0.588
P 9.36603 15.97652 16.74499  1.414
F 8.54394 14.68279 16.26118  -0.406
F 10.16027 15.07849 17.85205  -0.354
F 8.24423 16.35574 17.82469  -0.374
F 10.29545 17.24998 17.15580  -0.353
F 8.65580 16.94918 15.61814  -0.401
C 6.96834 7.02356 14.73123  -1.073
C 6.45602 7.82516 13.54543  -0.592
C 7.12185 9.18128 13.28654  -0.759
C 8.51453 9.16666 12.59195  -0.427
N 9.55620 9.88002 13.34884  0.283
C 10.87001 9.64103 13.27208  -0.936
S 11.92191 10.80608 13.97781  0.075
N 11.37271 8.50895 12.65964  0.182
C 11.06454 7.14062 13.06195  0.182
C 12.12990 6.54750 14.00050  -0.634
C 13.48911 6.29580 13.33042  -0.497
C 14.55864 7.26324 13.93431  -1.053
H 6.56817 5.99461 14.68366  0.332
H 6.70711 7.41473 15.72680  0.319
H 8.04138 6.87475 14.70287  0.203
H 5.34961 7.93532 13.72212  0.326
H 6.47250 7.21601 12.63611  0.351
H 7.21518 9.66591 14.25012  0.310
H 6.43715 9.80592 12.66084  0.286
H 8.50386 9.59515 11.60228  0.341
H 8.86775 8.14100 12.44096  0.387
H 9.32410 10.88181 13.54594  0.243
H 12.28683 8.70181 12.24884  0.285
H 10.94008 6.51298 12.09406  0.261
H 10.06079 7.13818 13.51612  -0.564
H 11.72904 5.62757 14.44226  0.388
H 12.30393 7.24932 14.85203  0.266
H 13.48482 6.56637 12.26711  0.280
H 13.82842 5.25555 13.33757  0.418
H 14.12384 8.27401 14.01585  0.171
H 15.45068 7.27336 13.30813  0.361
H 14.78482 6.91419 14.94853  0.331
O 8.83505 12.58942 13.01375  -0.525
C 9.38883 13.59831 12.70060  -0.472

Atomic forces in eV per Å
Hg -0.700 -0.266 -0.188
O 2.303 -1.994 0.272
S -0.355 2.040 2.531
O 0.073 0.477 0.640
O -2.539 -0.254 -1.889
O -0.383 -0.230 -1.637
C -0.593 -1.037 -0.566
C 0.550 -0.321 -0.678
C 0.361 -0.904 -0.242
C 0.726 0.738 -0.216
C -0.695 0.418 -1.505
C 0.115 0.027 0.017
C -0.053 -0.362 -0.555
C 0.204 0.632 0.623
C -0.755 -0.242 -0.313
C 1.265 -0.404 0.362
C 0.215 0.802 -0.089
C 0.027 0.879 2.324
N 0.848 -1.848 -1.133
C -1.711 2.038 -0.078
C 0.095 -0.778 -2.040
C 0.703 -0.191 -0.172
C -0.233 0.290 0.367
C -1.924 0.915 -0.453
C 0.706 -0.258 0.596
C -1.461 0.135 1.194
N 1.605 -0.052 1.053
C 1.070 -0.341 -0.643
C 0.007 -0.271 0.068
C -0.269 -0.508 -0.592
C 0.163 0.790 0.154
C 0.150 0.085 -0.300
C -0.820 -0.937 0.229
C 0.367 0.790 -0.289
C -0.038 -0.254 -0.396
C 0.378 0.409 -0.352
C 0.068 -0.101 1.404
C -0.687 -0.676 -0.197
C 0.931 -0.555 1.276
H 0.127 0.548 0.126
H 0.011 -0.061 -0.075
H -0.090 0.212 0.041
H 0.261 0.161 0.601
H 0.173 0.021 0.188
H -0.351 0.436 0.186
H -0.272 0.126 -0.027
H 0.137 0.182 0.486
H -0.215 -0.050 0.348
H -0.010 -0.917 0.114
H 0.742 0.312 0.099
H 0.079 -0.210 -0.200
H 0.060 0.294 0.254
H -0.430 0.181 -0.159
H -0.041 -1.132 -0.403
H 0.097 -0.527 0.575
H -0.747 0.185 -0.161
H -0.236 0.293 -0.048
H -0.270 0.007 -0.961
H 0.334 -0.214 0.752
H 0.415 -0.222 -0.316
H 0.003 0.063 0.262
H 0.518 0.602 0.469
H -0.011 -0.003 0.160
H -0.163 -0.309 -0.009
H 0.252 -0.140 0.058
H -0.499 -0.251 0.243
H -0.372 -0.297 -0.058
H 0.858 0.325 -0.074
H -0.455 -0.297 1.012
H -0.078 0.551 -0.114
H -0.316 -0.792 -0.079
H -0.274 0.234 -1.321
H 0.119 -0.067 0.381
H 0.509 0.227 -0.086
H 0.365 0.510 -0.266
H -0.109 0.282 -0.854
H 0.057 0.427 0.094
H -1.276 -0.124 -0.099
F -0.400 0.110 0.080
P 1.255 0.326 -1.344
F -0.510 0.146 0.205
F -0.432 0.210 0.088
F -0.125 0.101 0.114
F -0.344 0.001 0.385
F -0.046 -0.777 0.600
C 0.064 -0.909 0.121
C -1.236 -0.070 -0.084
C -0.318 0.438 -0.646
C 0.495 -0.697 0.518
N -0.563 -0.010 -0.094
C 0.464 1.373 0.875
S -0.122 -0.874 -0.719
N -0.148 0.246 -0.485
C -0.333 -0.524 -1.315
C -0.201 -0.025 0.327
C 0.774 1.257 -0.303
C -0.771 -0.726 0.088
H -0.062 0.363 0.066
H 0.055 0.197 -0.476
H 0.400 0.221 0.029
H 0.899 0.373 -0.184
H 0.317 -0.084 -0.001
H 0.093 0.409 0.154
H 0.506 -0.409 0.589
H -0.418 0.304 -0.426
H -0.290 0.136 0.064
H 0.307 -0.715 0.036
H -0.276 -0.329 0.621
H 0.374 0.697 1.503
H 0.570 -0.003 0.115
H 0.023 0.027 -0.104
H -0.368 -0.390 -0.589
H -0.491 -0.149 -0.042
H -0.138 0.076 0.331
H 0.307 -0.296 -0.144
H 0.105 0.110 0.217
H 0.257 0.228 -0.115
O -1.190 -0.862 0.390
C 2.899 1.254 -0.172

**2S+1**: 1
**Net charge**: -2
**DFT total energy**: -111119.82745 eV